No. 1
Here is a structure of composition C18H22N6O2S2Sn from OMol25. Energies are from ωB97M-V/def2-TZVPD.

Geometry as ORCA input:
```
! wB97M-V def2-TZVPD RIJCOSX def2/J DEFGRID3
* xyz 2 1
Sn 0.37685 -0.96911 -0.44186
C -4.41491 -3.68205 -3.25722
S -3.66308 -2.12926 -3.81640
C -2.58985 -1.74002 -2.51975
S -1.16943 -1.21188 -3.44335
N -2.81738 -2.05668 -1.30878
N -1.93145 -1.88855 -0.32562
C -2.26561 -2.38753 0.82028
C -1.39565 -2.30972 1.96441
C -1.76794 -2.92899 3.16048
C -0.91687 -2.86895 4.25100
C 0.28374 -2.18229 4.11781
C 0.58099 -1.58980 2.89865
N -0.22638 -1.64436 1.84356
H -5.16585 -3.94323 -3.99757
H -3.64731 -4.45068 -3.22724
H -4.86940 -3.54418 -2.28241
H -3.21642 -2.90253 0.92494
H -2.70487 -3.46235 3.21887
H -1.18467 -3.34819 5.18177
H 0.97414 -2.10520 4.94357
H 1.51526 -1.06366 2.75784
C -1.68586 3.00512 -2.26435
C -0.98349 1.72380 -2.02194
N -1.21866 0.93353 -1.02689
O -2.24951 1.31561 -0.19143
C 0.10996 1.31955 -2.88196
C 1.07520 2.32536 -3.41380
N 0.28952 0.06896 -3.18226
O 1.26902 -0.46096 -3.69797
H -2.72913 2.92762 -1.96362
H -1.61143 3.29632 -3.30785
H -1.24377 3.79174 -1.65151
H -2.36749 0.60655 0.45624
H 1.21870 3.14488 -2.71904
H 0.69101 2.73677 -4.34856
H 2.02639 1.84305 -3.62759
C 4.79513 2.75509 2.85065
C 3.76378 2.09630 2.01670
C 4.10699 1.18842 1.01276
C 3.11919 0.53981 0.30557
N 1.81520 0.75067 0.52443
C 1.47407 1.66323 1.43958
C 2.39970 2.34543 2.19705
H 5.79221 2.55747 2.46997
H 4.74064 2.38806 3.87605
H 4.62751 3.82904 2.88962
H 5.14381 0.98539 0.79759
H 3.36481 -0.17324 -0.47974
H 0.41047 1.83701 1.55271
H 2.07210 3.06867 2.92665
*
```

The value obtained for the energy above the lowest of the compared OMol25 structures with the same formula, charge and spin is 36.9 kcal/mol. For the gap between HOMO and LUMO, the calculation gives 7.1 eV.

Here are the Mulliken charges for atoms 1 to 6, given in e: number 1, Sn, carries 1.117; number 2, C, carries -0.755; number 3, S, carries 0.061; number 4, C, carries 0.447; number 5, S, carries 0.018; number 6, N, carries -1.253



No. 2
Here is a structure of composition C28H32N6O3RuS2 from OMol25. Energies are from ωB97M-V/def2-TZVPD.

Geometry as ORCA input:
```
! wB97M-V def2-TZVPD RIJCOSX def2/J DEFGRID3
* xyz 1 6
Ru -1.13112 -0.67881 1.33124
N 4.68455 2.62852 -2.88951
C 4.02634 1.88307 -1.94379
C 4.20458 2.15469 -0.57795
C 3.52484 1.42723 0.37256
C 2.64754 0.42234 -0.02785
C 2.45481 0.14101 -1.37132
C 3.13837 0.87100 -2.32564
S 1.83788 -0.50446 1.19499
O 0.96584 -1.48791 0.51784
O 2.79355 -1.04643 2.11437
N 0.77303 0.51244 1.89512
C 0.57497 0.35246 3.25660
N 1.51454 0.56412 4.17052
C 1.16608 0.33209 5.42692
C -0.10512 -0.09932 5.80597
C -1.02756 -0.24700 4.79809
N -0.69620 -0.00414 3.52627
H 5.47487 3.17662 -2.59826
H 4.73363 2.27332 -3.82808
H 4.89042 2.93597 -0.27502
H 3.66834 1.63063 1.42629
H 1.76932 -0.64362 -1.65887
H 3.00018 0.65206 -3.37783
H 1.93637 0.49956 6.17134
H -0.35994 -0.28607 6.83758
H -2.05180 -0.54875 4.98367
C 0.00461 -4.70134 3.07445
C -0.56560 -5.58103 2.16502
C -1.36495 -5.09216 1.14972
C -1.59293 -3.72299 1.05027
N -1.04731 -2.88960 1.95023
C -0.26237 -3.35888 2.92294
C -2.40579 -3.08762 -0.01578
C -3.15307 -3.85806 -0.90655
C -3.92251 -3.25224 -1.88417
C -3.96371 -1.86759 -1.96647
C -3.22056 -1.10262 -1.07898
C -2.41681 -1.68755 -0.10693
H 0.64905 -5.04223 3.87098
H -0.37840 -6.64379 2.24056
H -1.79418 -5.77096 0.42944
H 0.16837 -2.62456 3.59329
H -3.15775 -4.93731 -0.83758
H -4.50198 -3.85896 -2.56674
H -4.57936 -1.38727 -2.71727
H -3.29129 -0.02296 -1.14823
C -0.34535 -0.46726 -3.44407
C -1.20712 0.76604 -3.69440
C -0.76301 1.99276 -2.89426
S -1.40042 1.98117 -1.21833
O -0.64498 0.88616 -0.49466
C -0.72113 3.53373 -0.60556
C 0.80691 3.61882 -0.58852
C 1.36127 4.52560 -1.68177
H -0.68174 -1.30012 -4.06114
H -0.38235 -0.78124 -2.40177
H 0.69603 -0.26047 -3.70113
H -2.25592 0.54904 -3.47624
H -1.16528 1.03124 -4.75231
H -1.14058 2.91925 -3.33277
H 0.32565 2.04862 -2.81554
H -1.14351 3.60886 0.39812
H -1.18062 4.31645 -1.21559
H 1.22712 2.61355 -0.66051
H 1.12007 3.99234 0.38693
H 1.06109 4.19536 -2.67748
H 2.44932 4.53902 -1.65807
H 1.01190 5.55148 -1.55358
N -3.66382 1.30460 1.40556
C -3.09862 0.36356 1.79571
H -3.87670 2.05058 0.76786
*
```

As for the expectation value of S²: 8.764. The value obtained for the energy above the lowest of the compared OMol25 structures with the same formula, charge and spin is 44.6 kcal/mol. For the gap between HOMO and LUMO (alpha / beta), the calculation gives 7.7 / 6.2 eV.

Here are the Mulliken charges for atoms 1 to 6, given in e: number 1, Ru, carries -0.490; number 2, N, carries -0.512; number 3, C, carries 0.918; number 4, C, carries -0.739; number 5, C, carries -0.593; number 6, C, carries -0.628



No. 3
Here is a cluster of 7 separate species, C33H45NO22P2 in total from OMol25. Energies are from ωB97M-V/def2-TZVPD.

Geometry as ORCA input:
```
! wB97M-V def2-TZVPD RIJCOSX def2/J DEFGRID3
* xyz 0 1
C 4.15307 8.36208 1.08171
C 5.00295 8.56521 1.94449
C 6.24309 8.57794 2.92934
C 6.74012 7.07188 3.10264
C 7.31154 6.36812 2.04183
P 7.53590 7.11892 0.31734
O 8.89060 6.73813 -0.23696
C 7.74847 4.85676 2.34353
O 8.79495 4.37022 1.96465
C 6.69726 4.04863 3.23999
P 6.22711 2.25035 2.85525
N 4.92276 2.38997 1.65856
O 7.49105 1.43858 2.05760
C 6.12958 4.75506 4.29666
C 6.57656 6.27418 4.47666
O 6.76751 6.79518 5.56355
H 3.49401 7.88733 0.30335
H 7.06646 9.24057 2.52698
H 5.85073 8.94775 3.93304
H 6.53533 6.54369 -0.53586
H 7.27394 8.51932 0.36916
H 4.18405 3.03832 2.00459
H 5.27252 2.82694 0.79022
H 7.02697 0.86279 1.40546
H 5.35981 4.30370 4.98253
C 1.15088 -0.29844 -1.47990
C 1.12664 1.13960 -1.00767
C 2.10117 2.02337 -1.72745
O 2.40202 3.01534 -0.75021
C 2.22315 2.42733 0.46448
O 2.59485 2.89511 1.50104
O 1.57350 1.24026 0.34795
H 0.30996 -0.84522 -1.05913
H 1.08932 -0.36143 -2.56797
H 2.05546 -0.80889 -1.14175
H 0.10850 1.53877 -1.06481
H 1.66596 2.47805 -2.61832
H 3.02979 1.51561 -2.00426
C -1.98792 -2.30499 -4.89772
C -1.16852 -3.23588 -4.02799
C -2.00343 -4.14375 -3.17036
O -1.15622 -4.36648 -2.04469
C -0.35307 -3.27204 -1.93976
O 0.32397 -3.02102 -0.98613
O -0.42329 -2.50049 -3.05640
H -1.34293 -1.80470 -5.62487
H -2.76280 -2.84677 -5.44502
H -2.45490 -1.51797 -4.30070
H -0.46238 -3.80604 -4.64131
H -2.24044 -5.08426 -3.66984
H -2.92976 -3.68347 -2.82189
C -4.52424 -3.00347 1.52476
C -4.28053 -1.80198 0.63825
C -5.48983 -1.38267 -0.14716
O -4.90926 -0.79433 -1.31113
C -3.70369 -1.39374 -1.48918
O -3.04234 -1.30755 -2.48477
O -3.34165 -2.11117 -0.39374
H -3.67809 -3.14953 2.20075
H -5.42517 -2.87892 2.12727
H -4.61244 -3.91821 0.93324
H -3.88011 -0.97059 1.22771
H -6.10238 -0.65794 0.38935
H -6.12039 -2.22073 -0.45775
C -8.13645 -5.19937 6.49777
C -7.47855 -5.01378 5.14693
C -6.66988 -3.75124 5.04270
O -6.75227 -3.44765 3.65255
C -7.92467 -3.98152 3.20626
O -8.41816 -3.73161 2.14959
O -8.45881 -4.83222 4.12455
H -8.55223 -6.20607 6.57855
H -7.42272 -5.05806 7.31197
H -8.97024 -4.50534 6.62718
H -6.87795 -5.89342 4.89372
H -5.63264 -3.89759 5.34602
H -7.09101 -2.91416 5.60765
C 2.22244 6.50031 -3.74031
C 1.15142 6.22284 -4.77367
C -0.24198 6.47120 -4.27049
O -1.01384 5.55775 -5.04126
C -0.18827 4.52542 -5.36686
O -0.55525 3.48506 -5.81771
O 1.11615 4.83609 -5.10516
H 3.20926 6.48262 -4.20848
H 2.08393 7.47744 -3.27267
H 2.23159 5.73021 -2.96477
H 1.35072 6.78907 -5.68937
H -0.56899 7.49687 -4.44428
H -0.37234 6.23045 -3.21084
C -0.07342 -9.61062 -1.13250
C -1.16610 -8.56702 -1.03634
C -0.81373 -7.41090 -0.14484
O -2.08847 -6.98832 0.33059
C -2.89528 -8.08397 0.31018
O -3.96113 -8.14744 0.84326
O -2.32505 -9.10183 -0.39608
H -0.30422 -10.32542 -1.92569
H 0.89434 -9.15571 -1.35339
H 0.00332 -10.18517 -0.20650
H -1.45307 -8.22573 -2.03664
H -0.31707 -6.60607 -0.68780
H -0.19839 -7.69401 0.71463
*
```

The SMILES is C#CCC1=C([PH2]=O)C(=O)C(P(N)O)=CC1=O.C[C@@H]1COC(=O)O1.C[C@@H]1COC(=O)O1.C[C@@H]1COC(=O)O1.C[C@@H]1COC(=O)O1.C[C@@H]1COC(=O)O1.C[C@@H]1COC(=O)O1. For the gap between HOMO and LUMO, the calculation gives 7.1 eV.

Here are the Mulliken charges for atoms 1 to 6, given in e: number 1, C, carries 0.067; number 2, C, carries -0.422; number 3, C, carries -0.931; number 4, C, carries 0.388; number 5, C, carries 0.428; number 6, P, carries 0.493



No. 4
Here is a structure of composition C5H8GdO3 from OMol25. Energies are from ωB97M-V/def2-TZVPD.

Geometry as ORCA input:
```
! wB97M-V def2-TZVPD RIJCOSX def2/J DEFGRID3
* xyz 1 8
O 1.77557 0.00251 -1.84911
C 1.40697 1.12938 -2.42522
C 1.16174 1.15040 -3.89796
H 1.24438 2.00865 -1.77490
H 0.18042 1.61771 -4.07579
H 1.92295 1.76242 -4.41562
H 1.16306 0.15004 -4.35317
O -0.10343 -1.33085 -0.38942
O 0.78232 0.21647 0.95203
C -1.38319 -1.30180 0.36390
C -1.90158 -2.72816 0.39061
C 0.91911 -0.53385 -0.06576
H -2.05677 -0.70005 -0.27028
H -2.91688 -2.73927 0.81582
H -1.95621 -3.17430 -0.61994
H -1.27967 -3.38830 1.01423
Gd -0.82172 -0.07694 2.34623
*
```

As for the expectation value of S²: 15.811. The value obtained for the energy above the lowest of the compared OMol25 structures with the same formula, charge and spin is 0.0 kcal/mol. For the gap between HOMO and LUMO (alpha / beta), the calculation gives 7.9 / 7.8 eV.

Here are the Mulliken charges for atoms 1 to 6, given in e: number 1, O, carries -0.442; number 2, C, carries 0.305; number 3, C, carries -0.949; number 4, H, carries 0.364; number 5, H, carries 0.315; number 6, H, carries 0.325



Number 1: E -59541.373 eV. Number 2: E -68881.408 eV. Number 3: E -100059.884 eV. Number 4: E -32278.179 eV.